14
Properties=species:S:1:pos:R:3 method="wB97M-V/def2-TZVPD" de_lowest_kj_mol=280.0 orbital_gap_ev=9.628 multiplicity=1 e_tot_ev=-7254.9739
C -2.74889 0.12913 -0.43830
C -1.67824 0.11183 0.40640
C -0.40297 -0.69367 0.24044
N 0.73396 0.10870 -0.07323
N 1.94486 -0.49751 -0.03946
C 3.03963 0.25959 -0.12629
H -2.72126 -0.63086 -1.27955
H -3.59004 0.82368 -0.28015
H -1.69072 0.79435 1.31268
H -0.44666 -1.44220 -0.64710
H -0.25695 -1.23224 1.14925
H 0.76408 1.12266 0.30237
H 3.95569 -0.27777 -0.27998
H 3.09752 1.42435 -0.24706